Entry 1:
Density functional theory data (ωB97M-V/def2-TZVPD) for a structure of composition C4H9N2.

Each line ends with the Löwdin charge.
Element x y z (Å)
C -1.09596 0.03580 -1.71651  -0.06
H -1.94521 -0.51129 -2.09128  0.10
H 1.18415 -0.98442 1.15436  0.18
C -0.79496 -0.13968 -0.30546  -0.34
C -1.01300 0.55145 1.54942  -0.07
H 0.31296 1.70056 0.18901  0.15
H -1.27877 1.06760 -1.93945  0.10
H -0.49805 -1.77078 -0.12775  0.24
H -1.11359 1.01253 2.55369  0.13
H 2.13318 0.23433 0.46890  0.12
C 0.13783 0.72445 0.55830  -0.19
H -0.38756 -0.42948 -2.30085  0.06
H 1.69300 0.23741 2.11177  0.22
N -1.76988 -0.21820 0.80007  0.13
N 1.41662 0.05490 1.08125  0.23

Summary:
E, eV: -7262.796
HOMO-LUMO gap, eV: 9.73
E_LUMO, eV: -4.27
Energy relative to the best compared isomer or geometry (same formula, charge and spin), eV: 5.346
Charge: +1
2S+1: 1


Entry 2:
Density functional theory data (ωB97M-V/def2-TZVPD) for the ion C4H9N2 with charge +1.

Each line ends with the Löwdin charge.
Element x y z (Å)
H 0.12857 1.63636 0.47985  0.09
H -1.04256 1.62092 -0.85195  0.11
N -0.70942 -0.23926 0.02720  -0.21
H 3.66642 0.09712 0.19050  0.11
H 1.86552 -0.69448 1.27022  0.17
H -1.60884 1.47059 0.81319  0.11
H 2.65083 0.35650 -1.35686  0.11
C 0.34730 -0.93510 0.08625  0.02
C -1.97335 -0.91993 -0.15715  -0.02
H -2.44618 -0.57833 -1.07931  0.11
H -1.80946 -1.99338 -0.21554  0.10
C 2.72186 0.07196 -0.32001  0.17
H -2.64027 -0.69814 0.67701  0.11
N 1.65482 -0.39805 0.30873  0.01
C -0.80522 1.20322 0.12786  0.00

Summary:
E, eV: -7264.510
HOMO-LUMO gap (alpha / beta), eV: 8.69 / 8.69
E_LUMO (alpha / beta), eV: -4.89 / -4.89
Energy relative to the best compared isomer or geometry (same formula, charge and spin), eV: 3.632
Charge: +1
2S+1: 1


Entry 3:
Density functional theory data (ωB97M-V/def2-TZVPD) for the ion C4H9N2 with charge +1.

Each line ends with the Löwdin charge.
Element x y z (Å)
C -1.12931 0.92714 -1.30017  -0.02
H -1.14177 1.84158 -1.78542  0.06
H 2.29606 -1.37855 1.00823  0.15
H -0.66714 0.82146 1.61744  0.24
H -0.09756 -2.60229 -0.15556  0.12
H -0.31422 -1.74178 1.51684  0.14
C 0.13736 0.87777 -0.55740  -0.16
C 0.21363 -1.79577 0.51101  -0.03
C 0.59492 -0.35852 0.12550  -0.35
N 0.17710 0.77803 0.92840  0.18
N 1.54746 -1.33190 0.30360  0.09
H 0.80352 1.37950 1.31725  0.13
H -2.14104 0.85278 -0.69553  0.15
H 0.98448 1.62506 -0.90512  0.21
H -1.26349 0.10548 -1.92907  0.08

Summary:
E, eV: -7263.944
HOMO-LUMO gap, eV: 11.32
E_LUMO, eV: -3.37
Energy relative to the best compared isomer or geometry (same formula, charge and spin), eV: 4.197
Charge: +1
2S+1: 1
SMILES: C[C@H]1[NH2+][C@@]12CN2


Entry 4:
Density functional theory data (ωB97M-V/def2-TZVPD) for the ion C4H9N2 with charge +1.

Each line ends with the Löwdin charge.
Element x y z (Å)
H 1.48595 -0.49014 -2.32115  0.08
H 2.04728 0.38040 -0.86545  0.10
H -1.50527 0.21029 -1.47297  0.17
C -0.85692 0.65497 0.71641  -0.19
H -2.20203 1.87311 0.34871  0.16
C 1.53363 -0.59912 -1.21766  -0.06
H -0.10564 -1.89503 -0.62692  0.14
C 0.19595 -0.32717 1.10713  -0.02
H -1.46119 1.91301 2.07275  0.15
H -0.24751 -1.17562 1.75504  0.17
N -1.64069 1.59382 1.14964  0.25
C 0.21997 -0.87708 -0.39527  -0.32
H 2.25019 -1.50188 -1.05352  0.11
N -0.83521 0.09280 -0.68229  0.10
H 1.12150 0.14763 1.48555  0.14

Summary:
E, eV: -7266.081
HOMO-LUMO gap, eV: 10.80
E_LUMO, eV: -3.84
Energy relative to the best compared isomer or geometry (same formula, charge and spin), eV: 2.061
Charge: +1
2S+1: 1
SMILES: C[C@H]1CC(=[NH2+])N1


> Which of these has the highest energy relative to the best compared isomer or geometry (same formula, charge and spin)?

number 1